Here is a molecular structure, C35H48Cl2GeN3O10S3V at a distorted geometry from the Open Molecules 2025 dataset. Energies are from ωB97M-V with the def2-TZVPD basis set.

Results
HOMO level (spin up / spin down) ... 0.203 / -2.599 eV
Total charge ... -2
Expectation value of S² ... 2.097
Kohn-Sham gap (spin up / spin down) ... 3.63 / 6.77 eV
Spin multiplicity ... 3

Cartesian coordinates (Å):
V 0.22501 1.35773 -0.71849
C -3.49492 0.48605 -2.73218
C -3.78262 0.35717 -1.23007
C -4.07670 -1.11569 -0.91150
C -5.02616 1.20224 -0.90442
O -2.66488 0.77673 -0.49223
Ge -2.66953 1.86051 1.03744
O -1.18936 0.96063 1.74988
C -0.83895 0.86518 3.10872
C 0.01989 -0.39333 3.29942
C -0.03069 2.09408 3.54521
C -2.09418 0.75051 3.99127
O -1.44956 3.11091 0.30823
C -1.48437 4.51541 0.36401
C -0.36682 5.03058 1.28139
C -1.26256 5.08514 -1.04232
C -2.83674 5.01849 0.89638
H -4.38857 0.24983 -3.31625
H -2.68476 -0.18639 -3.00915
H -3.17423 1.50686 -2.94717
H -4.90254 -1.49214 -1.52205
H -4.33248 -1.21513 0.14657
H -3.17944 -1.70129 -1.10609
H -5.87376 0.91471 -1.53060
H -4.79405 2.25653 -1.07322
H -5.29399 1.07562 0.14569
H 0.89259 -0.32468 2.65217
H -0.55369 -1.27578 3.01224
H 0.34810 -0.48833 4.33794
H 0.82316 2.20818 2.87778
H 0.31698 1.99391 4.57665
H -0.65789 2.98262 3.46267
H -2.74295 -0.03016 3.58853
H -2.64682 1.69204 3.96955
H -1.83068 0.51273 5.02438
H 0.57930 4.60363 0.95060
H -0.54962 4.71712 2.30953
H -0.30764 6.12175 1.25118
H -0.27298 4.80002 -1.39696
H -1.33921 6.17550 -1.04123
H -2.00649 4.67123 -1.72705
H -3.00066 4.63816 1.90631
H -3.64263 4.63852 0.26444
H -2.86225 6.11008 0.90819
O 3.56920 -0.41615 0.13639
S 2.78022 0.75599 -0.17730
O 2.12998 0.66084 -1.50382
O 1.77749 1.03497 0.84784
C 4.01786 2.03313 -0.39421
C 5.24767 1.91392 0.23281
C 6.26218 2.80142 -0.09058
C 6.04532 3.78983 -1.04439
C 4.80775 3.90801 -1.65831
C 3.79559 3.02130 -1.34017
S 2.07719 3.25442 -1.99147
O 2.14121 4.70321 -2.30614
O -0.71447 2.09020 -1.99471
O 1.39215 3.04010 -0.63552
H 5.39439 1.11431 0.94704
H 7.22666 2.72190 0.39517
H 6.84359 4.47748 -1.29768
H 4.59087 4.69082 -2.37441
C -1.73028 -6.19113 1.32907
C -2.08192 -4.74767 1.68493
C -1.75725 -3.76242 0.56342
N -0.33182 -3.68744 0.34121
C 0.38554 -2.56637 0.11893
S -0.44617 -1.09878 -0.03683
N 1.71931 -2.73368 0.04245
C 2.48617 -3.93960 0.16771
O 3.42118 -4.12720 -0.63475
C 2.17263 -4.85489 1.24370
C 2.59082 -6.20948 1.13038
C 2.34341 -7.11573 2.13667
C 1.69300 -6.71723 3.31413
C 1.31960 -5.37459 3.46198
C 1.54570 -4.45738 2.45980
H -2.07085 -6.87595 2.10708
H -0.64983 -6.32044 1.23526
H -2.19877 -6.48066 0.38450
H -1.53107 -4.45409 2.58076
H -3.15182 -4.67494 1.90314
H -2.10012 -2.76084 0.81799
H -2.27559 -4.07531 -0.35344
H 0.16989 -4.56083 0.26217
H 2.27017 -1.93859 -0.25675
H 3.09433 -6.50559 0.21866
H 2.65620 -8.14868 2.01980
H 1.49983 -7.43333 4.10474
H 0.85177 -5.05265 4.38740
H 1.26631 -3.41999 2.59818
Cl -0.37501 3.40315 -4.47197
C 0.38056 1.86087 -4.68978
C 0.98232 1.65588 -5.91900
C 1.52986 0.43376 -6.25264
C 1.47208 -0.60060 -5.33558
C 0.88775 -0.39705 -4.10473
Cl 0.83860 -1.70253 -2.99214
C 0.32906 0.84253 -3.69616
N -0.35656 0.89426 -2.48187
H 1.01275 2.48117 -6.61756
H 1.97172 0.27647 -7.22762
H 1.88203 -1.57559 -5.55915

Forces on the atoms, in the same order (eV/Å):
V 0.91 0.22 0.89
C 0.19 0.10 0.27
C -0.44 -0.09 -0.14
C 0.10 0.21 0.07
C 0.24 -0.06 0.09
O 0.33 0.26 0.27
Ge -0.39 0.12 0.46
O -0.03 0.17 -0.37
C 0.06 -0.14 0.48
C -0.10 0.20 -0.19
C -0.15 -0.12 -0.25
C 0.07 0.09 -0.27
O 0.35 -0.68 -0.11
C -0.03 0.65 -0.06
C -0.06 -0.23 -0.07
C 0.01 -0.31 0.04
C 0.16 -0.32 -0.05
H 0.01 -0.02 -0.01
H 0.05 -0.02 -0.05
H -0.03 0.02 -0.07
H -0.02 -0.02 0.02
H -0.01 -0.05 0.01
H 0.01 -0.05 -0.01
H 0.00 -0.03 -0.03
H -0.09 0.04 -0.01
H -0.09 0.07 -0.03
H 0.05 -0.10 0.00
H 0.02 -0.05 0.02
H -0.04 0.01 0.02
H 0.05 0.06 0.04
H 0.00 0.00 0.02
H 0.03 0.04 0.05
H -0.02 -0.05 0.08
H -0.07 -0.04 0.07
H 0.04 -0.01 0.01
H 0.03 0.08 0.03
H 0.00 0.03 0.02
H 0.00 0.01 -0.03
H -0.05 0.10 -0.07
H 0.01 0.01 0.02
H -0.02 0.02 -0.01
H -0.07 0.08 0.03
H -0.07 0.08 0.00
H 0.02 0.02 -0.02
O -0.11 0.39 -0.06
S 2.57 -1.80 0.62
O -1.03 0.04 0.54
O -0.64 0.52 -0.15
C -0.24 0.02 -0.26
C -0.09 -0.17 0.14
C -0.01 0.10 -0.04
C 0.03 -0.04 0.10
C -0.14 0.01 -0.19
C -0.43 -0.16 0.27
S 1.31 1.55 -0.88
O -0.21 -0.16 -0.08
O -0.79 1.25 -0.50
O -0.97 -0.41 0.35
H 0.06 0.00 -0.03
H -0.01 -0.04 0.01
H -0.01 0.01 0.00
H 0.02 0.03 0.02
C 0.03 0.14 0.05
C 0.03 -0.08 -0.15
C -0.05 -0.02 0.14
N -0.24 0.06 -0.19
C 0.52 -0.32 -0.15
S -0.44 -0.13 0.05
N -0.09 0.39 0.06
C 0.05 -0.95 0.59
O -0.18 0.15 -0.31
C 0.15 0.65 -0.50
C 0.12 -0.23 0.07
C -0.02 0.17 -0.08
C -0.02 -0.20 0.21
C -0.01 0.04 -0.08
C -0.16 -0.12 0.12
H 0.04 -0.05 -0.01
H 0.02 -0.06 0.02
H -0.01 -0.03 0.00
H -0.04 0.04 0.03
H 0.00 0.04 0.00
H -0.06 -0.05 -0.03
H -0.01 0.10 -0.01
H 0.18 0.07 0.16
H 0.00 0.06 0.00
H 0.03 0.00 0.03
H -0.01 0.00 -0.02
H 0.00 0.02 0.00
H 0.00 0.04 -0.02
H 0.00 0.01 0.02
Cl -0.07 0.21 0.07
C -0.16 -0.48 0.60
C 0.03 0.07 -0.12
C 0.00 -0.08 -0.03
C 0.05 0.01 -0.07
C -0.24 0.47 0.60
Cl 0.02 -0.35 -0.17
C 0.44 0.41 -0.87
N -0.18 -1.49 -1.06
H -0.07 0.01 0.01
H 0.06 0.04 0.01
H 0.00 -0.01 0.03

***

Here is a molecular structure, C35H48IIrN4O5Si4Te at a distorted geometry from the Open Molecules 2025 dataset. Energies are from ωB97M-V with the def2-TZVPD basis set.

Results
HOMO level (spin up / spin down) ... -9.938 / -9.950 eV
Total charge ... +1
Expectation value of S² ... 0.773
Kohn-Sham gap (spin up / spin down) ... 6.11 / 5.78 eV
Spin multiplicity ... 2

Cartesian coordinates (Å):
Ir 0.00965 -0.15705 0.69802
O 2.30261 2.43312 -2.65767
C 2.31040 1.48070 -3.61053
C 2.87193 1.80925 -4.84287
C 2.90492 0.87870 -5.85821
C 2.39160 -0.40627 -5.66786
C 1.84422 -0.73964 -4.45198
C 1.79013 0.19203 -3.40322
C 1.16036 -0.17743 -2.13217
O 1.06558 0.66924 -1.17813
N 0.67291 -1.40737 -2.02267
N 0.07535 -1.60639 -0.85590
C -0.70234 -2.61040 -0.70287
C -1.45622 -2.64408 0.50594
C -2.44218 -3.59342 0.73965
C -3.24898 -3.47510 1.84897
C -3.06218 -2.39260 2.69953
C -2.04859 -1.50311 2.42770
N -1.22389 -1.63864 1.37061
H 1.84275 2.04395 -1.89120
H 3.26411 2.80907 -4.97224
H 3.33936 1.15036 -6.81182
H 2.41747 -1.12836 -6.47208
H 1.44235 -1.72767 -4.27848
H -0.87493 -3.31401 -1.50666
H -2.57875 -4.39549 0.02758
H -4.02806 -4.20068 2.04036
H -3.69404 -2.23510 3.56132
H -1.88530 -0.65394 3.06449
O 1.52936 2.15914 0.95327
C 1.00668 2.74842 2.11576
C 0.61129 1.70191 3.11718
C 0.42690 2.12551 4.42776
C 0.10512 1.21875 5.41145
C -0.00439 -0.12001 5.06857
C 0.19005 -0.47632 3.75717
N 0.45987 0.40263 2.77873
H 1.37906 2.75194 0.21011
H 0.12445 3.34741 1.88685
H 1.76151 3.39151 2.57509
H 0.54721 3.17554 4.66037
H -0.03997 1.54076 6.43411
H -0.21991 -0.87931 5.80708
H 0.15968 -1.50966 3.45959
C 6.10788 -2.78816 -0.14810
Si 5.67810 -2.79630 1.67358
C 6.68207 -4.09060 2.56607
C 6.08024 -1.12543 2.40894
Si 3.34357 -3.19528 1.78128
Te 2.63922 -0.97572 0.82905
Si 2.58405 -3.60723 3.96249
C 0.75738 -4.06207 4.03458
C 3.52928 -5.05473 4.68515
C 2.95396 -2.05742 4.94938
Si 2.76558 -5.03544 0.43321
C 3.18481 -4.70347 -1.35545
C 3.76568 -6.47130 1.09919
C 0.94653 -5.44937 0.57619
H 7.04788 -2.25985 -0.32775
H 5.33009 -2.29067 -0.73308
H 6.21880 -3.80409 -0.53414
H 7.73992 -3.82437 2.48623
H 6.55540 -5.08693 2.13839
H 6.43415 -4.14498 3.62771
H 7.14527 -0.91322 2.28119
H 5.85738 -1.08564 3.47784
H 5.51786 -0.32410 1.92377
H 0.62984 -5.11263 3.76695
H 0.13058 -3.48402 3.35067
H 0.36530 -3.93520 5.04855
H 3.08328 -6.00359 4.37878
H 3.51954 -5.02573 5.77811
H 4.57148 -5.06255 4.36265
H 2.56263 -1.16464 4.45865
H 4.03568 -1.92749 5.03960
H 2.53493 -2.10055 5.95960
H 4.26245 -4.73737 -1.52426
H 2.82705 -3.71720 -1.66840
H 2.72168 -5.44942 -2.00779
H 4.83421 -6.24435 1.08754
H 3.61252 -7.37130 0.49656
H 3.49005 -6.71226 2.12835
H 0.32534 -4.60299 0.29022
H 0.67281 -5.74097 1.59192
H 0.70204 -6.28601 -0.08561
I -5.72736 5.28296 -3.55290
C -4.44058 4.02312 -2.51189
C -3.82303 4.48266 -1.35478
C -2.99780 3.62802 -0.64316
C -2.78762 2.32735 -1.08794
C -3.39915 1.88316 -2.25497
C -4.22530 2.73113 -2.97410
C -1.90358 1.41582 -0.32996
O -1.82720 0.19049 -0.63356
O -1.20120 1.84228 0.63147
H -3.98605 5.49539 -1.01367
H -2.52116 3.96316 0.26831
H -3.22631 0.86943 -2.59068
H -4.69982 2.38787 -3.88263

Forces on the atoms, in the same order (eV/Å):
Ir 1.08 -2.84 -1.65
O -0.07 0.00 -0.04
C 0.06 -0.02 0.03
C -0.01 0.05 -0.02
C 0.03 -0.01 0.03
C 0.00 0.00 -0.03
C 0.01 0.00 0.02
C -0.06 0.04 0.07
C -0.08 -0.17 0.07
O -0.04 0.81 0.50
N 0.03 -0.28 -0.22
N 0.01 1.30 0.04
C -0.08 -0.40 -0.17
C -0.03 -0.16 0.11
C -0.08 -0.09 0.07
C -0.04 -0.06 0.02
C 0.06 -0.05 0.01
C -0.21 -0.13 -0.22
N -0.49 0.90 0.94
H 0.05 -0.03 0.07
H 0.01 -0.02 -0.02
H -0.01 0.00 0.00
H 0.02 -0.01 0.02
H -0.02 0.01 -0.01
H 0.16 0.00 -0.02
H 0.04 0.02 0.00
H 0.00 0.01 0.00
H 0.02 0.02 0.00
H -0.14 0.14 -0.08
O 0.18 0.01 0.08
C -0.01 0.00 -0.26
C 0.08 -0.27 0.11
C 0.09 0.00 0.04
C -0.11 0.02 0.11
C 0.11 -0.02 0.07
C 0.47 -0.07 0.00
N -0.57 1.29 -0.45
H -0.07 -0.06 -0.01
H -0.05 0.06 0.04
H -0.03 0.02 0.14
H 0.04 -0.01 -0.03
H -0.01 0.01 -0.01
H 0.04 -0.03 -0.03
H 0.05 -0.04 0.00
C 0.02 0.00 -0.12
Si 0.05 0.25 -0.16
C -0.07 -0.20 0.10
C -0.07 0.13 0.07
Si -0.51 -0.49 0.10
Te -0.21 0.23 0.29
Si 0.23 0.14 0.00
C -0.13 0.06 -0.03
C 0.06 -0.11 0.03
C -0.06 0.09 0.13
Si 0.25 0.14 0.02
C -0.05 0.07 -0.15
C 0.05 -0.15 -0.01
C -0.14 -0.14 0.06
H 0.00 -0.03 0.04
H 0.04 -0.01 -0.03
H -0.02 0.02 0.00
H -0.02 0.00 -0.02
H 0.01 0.02 0.02
H 0.05 0.03 -0.02
H -0.01 -0.02 0.00
H -0.01 0.01 -0.03
H 0.04 0.01 0.02
H 0.00 0.01 0.02
H -0.02 -0.06 -0.02
H 0.02 0.00 -0.02
H 0.02 0.01 0.00
H -0.03 0.02 -0.02
H -0.02 -0.01 0.04
H 0.10 -0.01 0.00
H -0.02 -0.03 0.01
H 0.04 -0.02 -0.01
H -0.02 0.02 0.00
H 0.01 -0.03 0.00
H 0.02 0.00 0.02
H -0.02 -0.02 -0.02
H 0.00 0.03 0.01
H 0.01 0.01 -0.02
H 0.00 0.01 0.00
H 0.00 0.01 -0.02
H 0.02 0.02 0.01
I 0.00 0.03 -0.04
C 0.01 0.02 -0.01
C 0.02 -0.07 0.02
C -0.01 0.05 0.00
C -0.01 -0.02 -0.01
C -0.03 -0.01 -0.02
C 0.02 -0.04 0.06
C -0.14 0.16 0.18
O 0.20 -0.02 0.02
O -0.09 -0.05 0.19
H -0.03 -0.01 0.01
H 0.02 0.01 -0.02
H 0.01 0.01 -0.02
H -0.01 0.01 0.01

***

Here is a molecular structure, C35H48MnN4O2P from the Open Molecules 2025 dataset. Energies are from ωB97M-V with the def2-TZVPD basis set.

Results
HOMO level (spin up / spin down) ... -4.671 / -4.881 eV
Total charge ... -1
Expectation value of S² ... 8.757
Kohn-Sham gap (spin up / spin down) ... 7.24 / 7.45 eV
Spin multiplicity ... 6

Cartesian coordinates (Å):
Mn -0.36731 0.55396 0.88846
C -1.48447 -0.90550 4.14066
C -0.12891 -1.54552 4.00784
C 0.10015 -2.82092 4.51121
C 1.35645 -3.40223 4.43136
C 2.39603 -2.69382 3.84968
C 2.20305 -1.41400 3.33892
C 3.33676 -0.66369 2.70798
C 0.92665 -0.84048 3.41087
N 0.63245 0.40315 2.81212
C 1.23811 1.50322 3.27256
O 2.02234 1.63353 4.21713
C 0.77654 2.75999 2.54063
C 1.03595 4.05691 2.95946
C 0.39736 5.09129 2.28686
C -0.52849 4.82460 1.28096
C -0.75061 3.49782 0.95182
N -0.04316 2.54458 1.52927
C -1.95271 2.99664 0.15535
O -2.45642 3.73429 -0.68854
N -2.33248 1.76478 0.56914
C -3.68023 1.39168 0.52445
C -3.99728 0.03767 0.28084
C -2.91310 -0.98260 0.11889
C -5.31876 -0.38192 0.22790
C -6.36319 0.49511 0.46425
C -6.05421 1.79506 0.82495
C -4.74394 2.25873 0.88972
C -4.52385 3.63418 1.45487
H -2.19658 -1.60299 4.58355
H -1.88603 -0.57500 3.18106
H -1.43499 -0.01182 4.76637
H -0.71992 -3.36005 4.97360
H 1.52388 -4.39968 4.81986
H 3.38256 -3.14028 3.77898
H 2.98521 -0.13055 1.82495
H 4.13777 -1.34379 2.41348
H 3.73232 0.07982 3.40244
H 1.69829 4.21653 3.79821
H 0.58301 6.11724 2.58199
H -1.09841 5.59982 0.78847
H -2.31486 -0.81944 -0.77090
H -3.33159 -1.98871 0.06951
H -2.22574 -0.98284 0.97075
H -5.52237 -1.42651 0.01621
H -7.39196 0.16013 0.42224
H -6.85104 2.48084 1.09443
H -5.42163 3.96147 1.98248
H -4.27460 4.36401 0.68641
H -3.69551 3.63032 2.17041
C 0.29834 1.62465 -3.18729
C 0.41142 0.10693 -3.43400
C -1.03452 -0.39389 -3.52173
C 1.06889 -0.12873 -4.79788
P 1.23937 -0.67883 -1.89811
N 0.79064 -0.06849 -0.56248
C 0.91469 -2.55566 -1.97017
C 1.02317 -3.24226 -3.33459
C -0.49317 -2.81118 -1.41245
C 1.86407 -3.25887 -0.98722
C 3.10255 -0.41233 -2.12798
C 3.80789 -1.31310 -3.14991
C 3.37353 1.05048 -2.51210
C 3.78141 -0.57147 -0.76032
H -0.48525 2.02748 -3.83552
H 1.21654 2.15968 -3.41288
H 0.02039 1.83175 -2.15351
H -1.56227 0.18902 -4.28187
H -1.54620 -0.23730 -2.57721
H -1.10981 -1.44450 -3.80271
H 0.45384 0.35579 -5.56455
H 1.14242 -1.18425 -5.06155
H 2.06479 0.30674 -4.86733
H 0.31508 -2.83956 -4.05922
H 0.78275 -4.30416 -3.20845
H 2.02206 -3.18493 -3.76326
H -1.28556 -2.54018 -2.10724
H -0.64002 -2.26037 -0.48624
H -0.59162 -3.88000 -1.19573
H 2.90377 -3.24549 -1.30780
H 1.55991 -4.30798 -0.90924
H 1.79457 -2.81785 0.00942
H 3.31006 -1.33681 -4.11896
H 3.90840 -2.33912 -2.79707
H 4.82099 -0.92808 -3.31171
H 3.15089 1.26948 -3.55469
H 4.43977 1.24745 -2.35794
H 2.80993 1.73335 -1.87604
H 3.56537 -1.50616 -0.25421
H 3.46434 0.23263 -0.10002
H 4.86607 -0.49886 -0.90231

Forces on the atoms, in the same order (eV/Å):
Mn -0.03 -0.07 -0.16
C 0.01 -0.02 0.01
C -0.01 -0.03 0.05
C -0.01 0.02 -0.01
C 0.01 0.01 0.00
C -0.01 0.01 0.00
C 0.04 -0.04 0.00
C -0.01 -0.01 0.02
C -0.06 0.06 -0.04
N 0.10 -0.02 0.16
C -0.04 0.11 -0.04
O 0.03 -0.05 0.02
C 0.05 0.02 0.04
C 0.03 -0.05 -0.02
C 0.00 0.06 -0.01
C 0.03 -0.02 -0.03
C -0.12 0.02 -0.01
N -0.03 -0.08 0.12
C 0.09 -0.03 -0.11
O -0.22 0.06 0.14
N -0.06 0.08 0.19
C 0.04 -0.05 -0.08
C -0.04 0.04 0.02
C -0.10 0.02 -0.11
C -0.01 -0.04 0.05
C 0.01 0.02 0.02
C 0.01 0.01 -0.04
C 0.08 -0.09 -0.04
C 0.16 -0.03 0.00
H 0.00 0.01 0.01
H -0.01 0.00 -0.05
H 0.02 -0.01 0.00
H 0.00 0.00 0.00
H 0.00 0.00 0.00
H -0.01 0.00 0.01
H 0.00 -0.01 0.05
H 0.00 0.00 0.00
H -0.01 0.00 -0.01
H 0.00 0.03 0.00
H 0.00 0.00 0.00
H 0.01 0.02 0.01
H 0.10 0.07 -0.11
H 0.01 0.00 -0.05
H 0.04 -0.01 0.17
H -0.01 0.01 0.00
H 0.00 0.00 -0.01
H 0.00 -0.01 0.00
H 0.04 0.01 -0.02
H 0.03 0.04 -0.09
H 0.02 -0.01 -0.04
C -0.02 -0.05 0.00
C -0.05 0.03 0.03
C 0.01 -0.07 -0.06
C 0.06 0.01 -0.03
P 0.16 0.16 0.06
N -0.35 -0.11 -0.12
C 0.00 -0.03 0.02
C -0.03 -0.02 -0.02
C 0.01 -0.04 -0.03
C -0.01 -0.01 0.03
C 0.08 -0.04 -0.07
C 0.01 -0.01 -0.02
C -0.01 0.02 -0.02
C -0.01 0.03 0.00
H 0.02 0.01 0.00
H 0.05 0.00 0.02
H -0.01 -0.02 0.01
H 0.00 0.00 -0.01
H -0.12 0.00 0.12
H -0.01 0.08 0.01
H 0.00 0.00 0.01
H -0.01 0.02 0.02
H -0.04 -0.02 -0.01
H 0.04 -0.04 0.04
H 0.02 0.01 0.00
H 0.03 0.03 -0.01
H 0.02 0.00 0.04
H 0.05 -0.01 0.03
H -0.01 0.00 -0.02
H 0.00 0.01 0.00
H 0.01 0.01 0.00
H 0.00 0.02 -0.03
H 0.02 0.02 0.02
H -0.02 0.00 -0.01
H 0.00 -0.02 0.01
H 0.00 0.02 0.02
H -0.02 0.01 -0.01
H 0.00 -0.01 0.01
H -0.01 -0.06 -0.02
H -0.02 -0.01 -0.04
H -0.01 0.01 0.01

***

Sequential relative energy (zero: lowest compared OMol25 entry of this formula, charge and spin) output: 350.3 296.9 0.0 kJ/mol
Sequential M output: 961.44 1163.86 642.71 g/mol
Sequential total energy output: -201776.1284 -103012.1498 -87743.6869 eV